Formula: C37H29N4O5S3Tl
Source: the OMol25 dataset
Level of theory: wB97M-V/def2-TZVPD

```
79
Properties=species:S:1:pos:R:3:forces:R:3:mulliken_charge:R:1
C 4.052 0.129 3.202 0.0 0.0 0.0 -0.90
C -0.934 -2.830 -4.767 0.0 0.0 0.0 -0.13
C 1.454 3.753 -2.727 0.0 0.0 0.0 -1.24
C 1.203 4.395 -0.345 0.0 0.0 0.0 -0.57
C 0.298 -0.745 -4.026 0.0 -0.1 0.0 -0.04
H 4.881 -0.403 2.748 0.0 0.0 0.0 0.36
C -1.087 -3.662 -5.908 0.0 0.0 0.0 -0.69
C 1.172 3.425 -1.357 0.0 0.1 0.0 0.68
N 0.462 1.801 0.251 -0.1 0.1 0.1 0.23
H -4.202 -1.501 1.485 0.0 0.0 0.0 0.12
C 1.041 7.054 3.459 0.0 0.0 0.0 -0.33
C 0.699 0.521 -4.379 0.0 0.1 0.0 -0.81
H 3.347 2.342 5.635 0.0 0.0 0.0 0.41
C 0.236 -1.033 -2.646 0.0 0.0 0.0 -0.04
C -4.077 -1.624 2.559 -0.1 0.0 0.0 -0.85
H 0.797 0.805 -5.421 0.0 0.0 0.0 0.48
H -0.255 -2.152 -0.287 0.1 -0.2 -0.2 -0.49
H 0.163 6.061 5.158 0.0 0.0 0.0 0.39
H 1.052 1.885 4.847 0.0 0.0 0.0 0.56
C 0.846 4.072 0.943 0.0 0.0 0.0 0.39
H -2.617 -4.949 -0.977 0.0 0.0 0.0 0.47
O -2.346 0.316 2.363 -0.1 0.1 0.1 -0.67
C 0.933 1.484 -3.384 0.0 0.0 0.0 0.90
H 0.001 -2.046 -2.340 0.0 0.0 0.0 0.46
C -3.954 -1.344 -1.272 0.0 0.0 0.0 -0.30
Tl -0.402 -0.334 1.038 0.0 0.0 0.2 2.54
C 1.886 -2.693 0.132 0.1 0.1 0.1 -0.63
C 0.738 1.108 -2.048 0.0 0.0 0.1 -0.60
C -2.186 -2.881 -0.708 0.1 -0.1 0.0 0.53
H 1.737 -4.821 0.080 0.0 0.0 0.0 0.44
C 0.807 2.118 -1.017 0.0 -0.1 0.0 -0.45
N -0.224 -4.154 0.054 0.0 0.1 0.1 -0.85
C -4.750 -2.408 -1.641 0.0 0.0 0.0 -0.43
N 1.633 -1.553 1.035 0.0 -0.2 0.0 0.03
C -0.811 -3.088 -0.279 -0.1 0.1 0.1 0.64
C 0.354 4.853 3.316 0.0 0.0 0.0 -0.28
C 0.480 6.010 4.127 0.0 0.0 0.0 -0.75
H -1.479 -2.976 -3.843 0.0 0.0 0.0 0.42
C 0.468 2.735 1.180 0.0 0.0 0.0 -0.50
H 1.251 8.045 3.828 0.0 0.0 0.0 0.45
C 4.286 1.017 4.220 0.0 0.0 0.0 -0.85
C 0.822 5.040 2.045 0.0 -0.1 0.0 0.27
N 0.450 -0.160 -1.694 0.1 0.1 -0.1 0.31
C -4.294 -3.725 -1.533 0.0 0.0 0.0 -0.86
C 1.645 0.537 3.300 0.1 0.0 0.0 0.26
H 1.484 5.409 -0.608 0.0 0.0 0.0 0.46
H -4.833 -1.067 3.108 0.0 0.0 0.0 0.40
H -1.732 -4.527 -5.940 0.0 0.0 0.0 0.40
C 1.908 1.420 4.374 0.0 0.0 0.0 -0.43
H -0.075 3.926 3.667 0.0 0.0 0.0 0.54
C -2.653 -1.550 -0.776 -0.1 0.1 0.0 0.32
C -0.337 -3.241 -6.962 0.0 0.0 0.0 -0.37
C -0.067 -1.795 -4.981 0.0 0.0 0.1 -0.14
O -2.434 -0.991 4.460 0.0 0.0 0.0 -0.61
S 0.567 -1.843 -6.578 0.0 0.0 0.0 -0.16
H 1.635 -2.394 -0.886 0.0 0.0 0.0 0.10
O -1.961 -0.475 -0.418 0.0 0.0 0.0 -0.88
H 5.290 1.204 4.573 0.0 0.0 0.0 0.41
H 0.156 2.413 2.164 0.0 0.0 0.0 0.54
C 2.650 -1.150 1.709 -0.1 0.1 0.0 -0.02
O 0.412 0.377 2.928 0.0 0.0 -0.1 -0.42
C 2.753 -0.129 2.719 0.0 -0.1 0.0 0.58
H 1.743 4.769 -2.961 0.0 0.0 0.0 0.43
S -2.495 -0.999 3.028 0.2 0.0 -0.1 1.11
C 1.321 2.830 -3.699 0.0 0.0 0.0 -1.07
C 1.158 -3.994 0.496 -0.1 0.0 0.0 -0.93
C 3.186 1.655 4.812 0.0 0.0 0.0 -0.59
H -5.750 -2.214 -2.013 0.0 0.0 0.0 0.42
H -4.933 -4.552 -1.812 0.0 0.0 0.0 0.41
H -4.312 -0.325 -1.335 0.0 0.0 0.0 0.40
H 3.598 -1.661 1.512 0.0 0.0 0.0 0.20
H 1.495 3.089 -4.736 0.0 0.0 0.0 0.44
O -1.508 -1.916 2.368 0.0 0.0 0.0 -0.70
H 2.959 -2.902 0.139 0.0 0.0 0.0 0.71
C -3.016 -3.945 -1.068 0.0 0.0 0.0 -0.52
S 1.415 6.643 1.845 0.0 0.0 0.0 -0.22
H -4.112 -2.678 2.828 0.0 0.0 0.0 0.32
H 1.171 -4.126 1.582 0.0 0.0 0.0 0.31
H -0.261 -3.683 -7.943 0.0 0.0 0.0 0.43
```
Forces are in eV/Å.

Net charge ... 0
HOMO-LUMO gap ... 6.848 eV
LUMO ... -0.9 eV
Multiplicity ... 1
Energy relative to the best compared isomer or geometry (same formula, charge and spin) ... 0.0 kcal per mole
Molar mass ... 910.2 g mol⁻¹

***

Formula: C37H30BCeF4I3NO2P2
Source: the OMol25 dataset
Level of theory: wB97M-V/def2-TZVPD

```
81
Properties=species:S:1:pos:R:3:forces:R:3:lowdin_spin:R:1
F 1.934 3.686 2.418 -0.4 0.6 0.3 0.00
C -1.798 -0.530 5.156 0.0 0.0 -0.1 0.00
H 1.011 -1.715 -3.056 0.2 0.1 0.1 0.00
C -0.590 -3.561 0.241 -0.4 0.4 0.2 0.00
H 1.611 0.137 2.265 0.1 -0.2 0.3 0.00
C 0.597 5.008 -0.298 -0.1 -0.1 -0.1 0.00
H 1.101 -4.290 4.401 0.0 -0.1 0.1 0.00
Ce 0.121 1.018 0.017 0.7 -3.9 1.0 1.00
H 4.107 1.978 -1.473 0.1 0.1 0.0 0.00
O 0.011 2.578 -1.613 0.4 0.4 -0.9 0.00
P -1.248 -0.440 2.398 -0.3 -1.7 0.6 0.00
B 2.812 2.872 1.816 -0.7 -0.5 0.1 0.00
H -5.607 -0.224 4.626 -0.1 0.0 0.0 0.00
C 0.085 -2.622 3.548 0.1 0.1 0.0 0.00
C 2.203 1.177 -5.750 0.0 0.0 -0.1 0.00
C -4.542 -0.315 4.775 -0.1 0.0 0.0 0.00
F 3.782 3.470 1.134 0.7 0.5 -0.7 0.00
H 3.576 -1.041 3.108 0.1 0.0 0.0 0.00
C -0.312 7.024 0.593 0.1 0.4 0.1 0.00
H -0.900 -3.038 3.702 -0.1 -0.1 0.0 0.00
N -0.177 -1.397 -0.320 -0.1 -0.3 -0.2 0.00
C 5.753 0.123 0.824 0.1 -0.1 0.0 0.00
H 0.808 1.227 -4.115 0.0 0.1 -0.1 0.00
I -1.015 4.858 3.803 0.2 -0.4 -0.3 0.01
C -1.787 5.236 0.021 0.1 -0.2 0.0 0.00
C 1.806 0.963 -4.443 0.0 0.0 0.2 0.00
H 4.682 -0.334 -3.207 0.0 0.0 0.0 0.00
C -1.597 6.522 0.491 -0.1 0.0 0.0 0.00
F 1.828 2.146 0.654 1.5 0.9 0.5 0.00
C -0.690 4.474 -0.370 0.2 -0.1 -0.1 0.00
H -0.729 -0.602 5.308 0.0 0.0 0.0 0.00
H -4.678 -0.359 6.910 -0.1 0.0 0.1 0.00
C 5.466 1.191 -0.013 0.0 0.0 -0.1 0.00
C 0.457 -3.543 -0.694 0.4 0.3 -0.1 0.00
C -0.816 3.054 -0.804 -1.7 2.7 -0.8 0.00
C 3.493 0.858 -6.140 0.0 0.0 0.0 0.00
C 2.608 -1.504 3.212 0.1 0.0 0.0 0.00
H -2.243 -0.553 7.241 0.0 0.0 0.1 0.00
H 1.783 6.694 0.272 0.1 0.0 0.0 0.00
C 3.985 0.090 -3.917 0.0 0.0 0.1 0.00
C -2.055 -1.700 1.270 0.1 0.4 -0.1 0.00
C 1.567 -1.699 -2.106 -0.3 0.2 0.1 0.00
H -1.036 -4.421 0.706 -0.1 -0.1 0.1 0.00
H 3.162 -1.909 0.055 0.0 -0.1 0.0 0.00
C 3.533 0.013 -0.834 -0.2 0.2 0.1 0.00
C 0.221 -1.374 2.946 -0.1 0.3 -0.1 0.00
C 0.788 6.284 0.195 0.1 0.1 0.0 0.00
C 2.468 -2.746 3.807 0.0 0.1 0.0 0.00
H -4.104 -0.296 2.682 -0.1 0.0 -0.1 0.00
C 1.487 -0.832 2.753 -0.3 0.2 -0.1 0.00
H 2.461 -2.314 -2.240 0.0 0.1 0.0 0.00
C -3.697 -0.361 3.682 0.1 0.0 -0.1 0.00
H 3.806 1.033 -7.158 0.0 0.0 -0.1 0.00
H 5.387 0.077 -5.531 0.1 0.0 0.0 0.00
C 4.381 0.319 -5.223 0.1 0.0 -0.1 0.00
H 5.164 -1.824 1.483 0.0 -0.1 0.1 0.00
H -2.780 4.814 -0.047 -0.1 0.0 0.1 0.00
C 4.932 -0.990 0.837 0.2 0.0 0.0 0.00
C -2.322 -0.481 3.867 0.0 0.3 -0.1 0.00
H 3.339 -3.275 4.162 0.1 0.0 0.0 0.00
O -1.659 2.283 -0.243 -1.3 1.0 -0.7 0.00
C 0.681 -2.220 -1.015 0.2 -0.4 -0.2 0.00
H 1.509 1.600 -6.459 -0.1 0.1 -0.1 0.00
H 0.981 -4.392 -1.086 0.1 -0.2 -0.2 0.00
C 1.210 -3.313 3.956 -0.1 0.0 0.0 0.00
H 1.446 4.416 -0.612 0.0 0.0 0.0 0.00
C -0.961 -2.248 0.423 -0.3 -0.2 -0.2 0.00
C 2.693 0.416 -3.522 -0.3 0.3 0.2 0.00
H 6.619 0.164 1.467 0.1 0.0 0.1 0.00
C -2.651 -0.496 6.244 0.0 0.0 0.0 0.00
C 3.813 -1.045 0.023 -0.1 0.0 -0.2 0.00
H -2.822 -1.205 0.660 0.0 -0.1 0.2 0.00
I -0.888 2.294 2.699 -0.5 1.2 1.8 0.00
C -4.020 -0.390 6.056 0.0 0.0 0.0 0.00
I -0.025 8.949 1.390 0.0 -0.3 -0.1 0.00
H -2.442 7.123 0.792 -0.1 0.0 0.0 0.00
P 2.024 0.081 -1.856 1.4 -1.3 -1.2 0.00
C 4.356 1.141 -0.832 -0.1 -0.1 0.0 0.00
H 6.097 2.065 -0.015 0.0 0.1 0.0 0.00
F 3.166 1.795 2.542 0.4 -0.6 0.4 0.00
H -2.531 -2.482 1.869 0.1 0.2 0.0 0.00
```
Forces are in eV/Å.

Net charge ... 0
⟨S²⟩ ... 0.7508
HOMO-LUMO gap (alpha / beta) ... 5.980 / 5.968 eV
LUMO (alpha / beta) ... -1.4 / -1.4 eV
Multiplicity ... 2
Energy relative to the best compared isomer or geometry (same formula, charge and spin) ... 1.6 kcal per mole
Molar mass ... 1190.2 g mol⁻¹

***

Formula: C37H30BN3O8Pd
Source: the OMol25 dataset
Level of theory: wB97M-V/def2-TZVPD

```
80
Properties=species:S:1:pos:R:3:forces:R:3:mulliken_charge:R:1
N -0.412 0.694 0.902 0.0 0.0 0.0 0.04
C -4.754 -0.309 1.472 0.0 0.0 0.0 -1.67
C 4.361 -4.146 -0.855 0.0 0.0 0.0 -0.70
C -1.256 2.187 2.556 0.0 0.0 0.0 -0.48
H -3.927 0.865 -4.144 0.0 0.0 0.0 0.35
C -3.493 -2.160 -1.661 0.4 -0.5 0.5 0.31
C -1.283 -3.988 0.412 0.0 0.0 0.0 0.89
C 1.547 -0.741 1.365 0.0 0.0 0.0 -0.25
O 2.658 -0.626 1.889 0.0 0.0 0.0 -0.71
C -2.020 -5.012 0.963 0.0 0.0 0.0 -1.08
H 3.221 -0.808 -2.750 0.0 0.0 0.0 0.49
H -3.394 5.415 -4.861 0.0 0.0 0.0 0.36
C -5.371 -1.362 2.097 0.0 0.0 0.0 1.16
H -0.334 2.083 4.494 0.0 0.0 0.0 0.38
C -3.427 1.072 -3.196 0.0 0.0 0.0 -0.72
C -0.346 1.703 3.480 0.0 0.0 0.0 -0.74
C -2.193 -6.177 0.202 0.0 0.0 0.0 -0.66
H -0.618 5.845 -1.172 0.0 0.0 0.0 0.45
H 2.565 -4.527 2.730 0.0 0.0 0.0 0.59
Pd -1.174 -0.367 -0.687 0.0 0.0 -0.1 -0.40
C -0.883 -5.246 -1.616 0.0 0.0 0.0 -1.12
H -0.461 -5.314 -2.610 0.0 0.0 0.0 0.43
H -1.981 2.955 2.782 0.0 0.0 0.0 0.52
H -1.637 5.031 0.041 0.0 0.0 0.0 0.22
C -1.638 -6.288 -1.062 0.0 0.0 0.0 -0.51
C 0.490 0.255 1.780 0.0 0.0 0.0 0.33
C -4.154 -1.862 -0.315 -0.1 0.2 -0.1 0.44
C -2.152 2.360 0.235 0.0 0.0 0.0 0.16
H -2.465 -4.900 1.944 0.0 0.0 0.0 0.47
C -2.310 2.993 -2.001 0.1 0.0 -0.1 -0.61
C -1.249 1.683 1.264 0.0 0.0 0.0 0.30
C -6.712 -2.619 3.309 0.0 0.0 0.0 -0.21
H -2.564 0.413 -3.111 0.0 0.0 0.0 0.06
C 3.000 -2.172 -1.109 0.0 0.0 0.0 1.19
C 2.308 -2.525 0.052 0.0 0.0 0.0 0.04
B -0.201 -2.050 -0.068 0.0 0.0 0.0 2.49
N -1.832 2.111 -1.024 -0.1 0.0 0.1 -0.01
O -0.982 -2.795 0.959 0.0 0.0 0.0 -0.50
H -4.723 0.687 1.894 0.0 0.0 0.0 0.53
H 1.339 0.361 3.724 0.0 0.0 0.0 0.53
H -2.784 -6.991 0.603 0.0 0.0 0.0 0.33
C -1.932 4.353 -1.976 0.0 0.0 0.0 1.38
C -3.091 4.743 -4.066 0.0 0.0 0.0 -0.75
O -0.017 -2.999 -1.180 0.0 -0.1 0.0 -0.27
H -0.260 4.187 -0.643 0.0 0.0 0.0 0.22
C 0.565 0.746 3.076 0.0 0.0 0.0 -0.67
H 2.693 -0.048 -1.237 0.0 0.0 0.0 0.24
O -6.000 -1.395 3.336 0.0 0.0 0.0 -0.52
H -4.103 0.779 -2.390 0.0 0.0 0.0 0.07
C -0.712 -4.106 -0.864 0.0 0.0 0.0 0.59
C -5.401 -2.626 1.538 0.0 0.0 0.0 0.82
C -3.051 2.519 -3.101 0.0 0.0 0.0 0.98
C -4.139 -0.591 0.247 0.0 0.0 0.1 0.48
N 1.224 -1.680 0.467 0.1 0.0 0.0 0.31
H -7.734 -2.433 2.942 0.0 0.0 0.0 0.23
C 2.630 -3.675 0.766 0.0 0.0 0.0 1.04
H -2.031 6.245 -2.961 0.0 0.0 0.0 0.31
O -2.388 -1.577 -1.917 -0.1 0.2 -0.2 -0.68
C -1.063 4.892 -0.877 0.0 -0.1 0.0 -1.41
H -1.803 -7.189 -1.642 0.0 0.0 0.0 0.34
H 1.394 -3.219 2.474 0.0 0.0 0.0 0.17
C 1.883 -4.072 2.009 0.0 0.0 0.0 -1.65
C 4.026 -2.993 -1.552 0.0 0.0 0.0 -1.21
H -6.723 -3.056 4.306 0.0 0.0 0.0 0.21
C -4.818 -2.911 0.332 0.0 0.0 0.0 -1.29
H -4.838 -3.892 -0.122 0.0 0.0 0.0 0.47
C -2.335 5.203 -3.001 0.0 0.0 0.0 -0.81
C 3.666 -4.479 0.293 0.0 0.0 0.0 -1.04
H 4.561 -2.729 -2.459 0.0 0.0 0.0 0.36
O -6.048 -3.492 2.416 0.0 0.0 0.0 -0.52
H 1.552 -1.000 -2.170 0.0 0.0 0.0 0.11
H 5.162 -4.785 -1.211 0.0 0.0 0.0 0.39
H 1.101 -4.798 1.771 0.0 0.0 0.0 0.22
H -4.010 3.012 -4.940 0.0 0.0 0.0 0.33
O -3.031 3.116 0.696 0.1 0.0 0.0 -0.84
C -3.433 3.399 -4.106 0.0 0.0 0.0 -0.80
H 3.922 -5.379 0.842 0.0 0.0 0.0 0.42
H -3.642 0.214 -0.277 0.0 0.0 0.0 0.08
O -4.024 -3.027 -2.359 -0.2 0.2 -0.2 -0.81
C 2.598 -0.938 -1.864 0.0 0.0 0.0 -1.22
```
Forces are in eV/Å.

Net charge ... -2
HOMO-LUMO gap ... 6.278 eV
LUMO ... 4.4 eV
Multiplicity ... 1
Energy relative to the best compared isomer or geometry (same formula, charge and spin) ... 10.0 kcal per mole
Molar mass ... 761.9 g mol⁻¹

***

Formula: C37H30MoNO4P2S3
Source: the OMol25 dataset
Level of theory: wB97M-V/def2-TZVPD

```
78
Properties=species:S:1:pos:R:3:forces:R:3:mulliken_charge:R:1
C -1.604 -2.805 0.290 0.0 0.0 0.0 0.90
H 1.463 2.955 -1.962 0.0 0.0 0.0 0.55
H 0.311 -2.554 4.319 0.0 0.0 0.0 0.47
H 3.052 0.382 -2.291 0.0 0.0 0.0 0.32
C -1.350 -1.457 -4.465 0.0 0.0 0.0 -0.78
Mo -0.402 1.561 -0.095 -0.3 -0.2 0.0 -2.89
C 3.044 -0.695 -2.400 0.0 0.0 0.0 -0.38
C 2.312 -3.133 3.795 0.0 0.0 0.0 -0.60
H 3.016 -4.546 -2.767 0.0 0.0 0.0 0.46
C 2.486 -2.885 -1.525 0.0 0.0 0.0 -0.36
H -0.582 -1.505 -5.225 0.0 0.0 0.0 0.47
C 1.897 -1.733 1.441 0.0 0.0 0.0 0.83
S -2.243 2.973 -1.537 -0.3 0.3 0.0 1.18
C 1.163 5.643 0.748 0.0 0.0 0.0 -0.91
H 3.981 -3.134 -4.547 0.0 0.0 0.0 0.43
H -2.971 4.230 5.087 0.0 0.0 0.0 0.41
C 2.500 -1.493 -1.395 0.0 0.0 0.0 0.36
H -4.108 -1.211 -1.762 0.0 0.0 0.0 0.42
S -2.593 0.239 0.562 0.1 0.0 0.0 -0.38
H -0.771 6.468 2.201 0.0 0.0 0.0 0.47
C 3.018 -3.469 -2.662 0.0 0.0 0.0 -0.87
C 3.321 -3.066 2.844 0.0 0.0 0.0 -0.78
C -0.006 -0.365 -0.319 0.0 0.1 0.2 1.60
C -2.195 -4.296 2.076 0.0 0.0 0.0 -0.73
C 0.458 4.449 0.927 -0.1 0.0 0.0 0.37
C 3.562 -2.673 -3.663 0.0 0.0 0.0 -0.59
H -2.718 -2.209 2.025 0.0 0.0 0.0 0.43
C -2.220 -3.027 1.517 0.0 0.0 0.0 -0.34
H -2.092 2.140 4.102 0.0 0.0 0.0 0.40
C -3.337 -1.303 -2.518 0.0 0.0 0.0 -0.62
H 2.426 6.838 -0.494 0.0 0.0 0.0 0.41
C -0.971 -3.850 -0.385 0.0 0.0 0.0 -0.57
H -2.965 -1.546 -5.868 0.0 0.0 0.0 0.42
C -1.992 -1.285 -2.159 0.0 0.0 0.0 0.36
H -4.724 -1.398 -4.143 0.0 0.0 0.0 0.43
H -2.684 -4.479 3.023 0.0 0.0 0.0 0.45
H -1.524 -6.319 1.856 0.0 0.0 0.0 0.43
C 0.629 3.452 -0.041 0.1 0.0 0.0 1.69
O -1.800 4.149 -2.197 0.0 0.0 0.0 -0.62
C -2.281 4.269 4.255 0.0 0.0 0.0 -0.69
O -1.984 3.001 -0.032 0.0 -0.1 -0.2 -0.43
C -1.545 -5.330 1.417 0.0 0.0 0.0 -0.58
H 4.009 -0.677 -4.311 0.0 0.0 0.0 0.46
C 3.578 -1.291 -3.532 0.0 0.0 0.0 -0.71
C -3.682 -1.400 -3.855 0.0 0.0 0.0 -0.75
H -2.290 6.409 4.096 0.0 0.0 0.0 0.42
C 0.889 -1.791 2.404 0.0 0.0 0.0 -0.01
O -3.498 2.396 -1.866 0.0 0.0 0.0 -0.59
H -0.449 -5.925 -0.331 0.0 0.0 0.0 0.45
H 2.529 5.132 -2.302 0.0 0.0 0.0 0.46
H 1.125 6.403 1.516 0.0 0.0 0.0 0.50
C -0.476 4.349 2.081 0.1 0.0 0.0 0.80
H 2.066 -3.504 -0.741 0.0 0.0 0.0 0.55
H -0.527 -3.680 -1.360 0.0 0.0 0.0 0.49
H 4.266 -3.560 3.022 0.0 0.0 0.0 0.44
P 1.649 -0.732 -0.020 0.0 0.1 0.0 1.43
C -0.995 -1.355 -3.129 0.0 0.0 0.0 0.31
P -1.549 -1.165 -0.430 0.0 0.0 -0.1 1.05
S 2.051 1.248 0.249 0.0 -0.1 0.0 -0.43
C -2.690 -1.479 -4.824 0.0 0.0 0.0 -0.58
H 3.905 -2.319 0.922 0.0 0.0 0.0 0.50
H -1.146 1.167 2.407 0.1 -0.1 0.0 0.23
H 0.052 -1.312 -2.848 0.0 0.0 0.0 0.21
C -0.935 -5.109 0.187 0.0 0.0 0.0 -0.67
N -0.479 1.866 2.086 0.1 -0.1 0.2 0.09
C -1.014 5.511 2.639 0.0 0.0 0.0 -1.56
C 1.911 5.893 -0.388 0.0 0.0 0.0 -0.91
H 0.433 1.600 2.460 0.1 0.1 -0.1 0.39
C 1.097 -2.496 3.577 0.0 0.0 0.0 -0.92
C -0.907 3.149 2.635 -0.1 0.0 0.0 1.12
C 1.371 3.712 -1.192 0.0 0.0 0.0 0.19
O -1.109 1.805 -1.811 0.2 0.0 0.0 -0.64
C 1.983 4.939 -1.389 0.0 0.0 0.0 -0.91
C -1.786 3.101 3.704 0.0 0.0 0.0 -0.59
H -0.059 -1.297 2.228 0.0 0.0 0.0 0.02
H 2.473 -3.684 4.712 0.0 0.0 0.0 0.42
C -1.894 5.481 3.706 0.0 0.0 0.0 -0.89
C 3.118 -2.368 1.665 0.0 0.0 0.0 -0.53
```
Forces are in eV/Å.

Net charge ... +1
HOMO-LUMO gap ... 6.597 eV
LUMO ... -4.3 eV
Multiplicity ... 1
Energy relative to the best compared isomer or geometry (same formula, charge and spin) ... 4.4 kcal per mole
Molar mass ... 806.7 g mol⁻¹

***

Ordered DFT total energy results: -3389.6337, -4108.7817, -2347.1581, -3729.0092; unit Eh.